Record 1
Molecular formula: C4H31N2O12
Method: DFT, the ωB97M-V functional and the def2-TZVPD basis

Last column: Löwdin charge in e.
CARTESIAN COORDINATES (ANGSTROEM)
O1 -0.7569 -0.5964 -2.7375  -0.0379
O2 3.5601 1.5822 -1.0432  -0.0473
O3 -0.8063 1.9851 1.5905  0.0262
O4 -3.5304 0.3871 -1.8636  -0.0553
O5 1.7868 0.0175 -2.5437  -0.0724
O6 2.1391 -0.4528 3.2832  -0.0797
O7 4.0988 0.1192 1.2663  -0.0546
O8 2.1966 -1.7533 -0.5782  -0.0687
O9 0.2859 2.7713 -0.6101  -0.0311
O10 -3.2294 1.7075 0.5459  -0.0232
O11 1.6282 -3.0559 2.0641  -0.0478
O12 -1.5058 2.5673 -2.6291  -0.0357
N1 -1.4263 -0.2602 2.1765  0.1250
N2 0.3743 0.0398 0.8178  0.0931
C1 -0.2400 0.4316 2.0035  -0.1953
C2 -0.5112 -1.0044 0.2570  -0.0457
C3 -1.5006 -1.1899 1.1450  -0.3176
C4 -2.5602 -2.2247 1.1239  -0.0165
H1 0.3272 0.7179 2.8811  0.1494
H2 2.1494 -3.7298 1.6054  0.0530
H3 0.7763 2.0189 -0.9684  0.0383
H4 -0.2286 -1.6578 -0.5401  0.0994
H5 2.2521 -0.0496 -3.3855  0.0874
H6 -2.1495 1.8418 -2.6864  0.0267
H7 -1.3997 -0.2641 -2.0979  0.0227
H8 1.3475 -0.2513 0.8242  0.0970
H9 -0.9480 2.4782 -3.4131  0.0772
H10 -4.4383 0.3820 -2.1913  0.0692
H11 -3.5344 -1.7808 0.8776  0.0770
H12 -2.3401 -3.0689 0.4734  0.0918
H13 3.0045 -0.1001 3.0008  0.0284
H14 -3.8404 2.4480 0.6946  0.1129
H15 -1.7155 2.0430 1.1912  0.0669
H16 -2.8350 -2.6716 2.0954  0.0958
H17 2.4487 -1.3682 3.1342  0.0308
H18 -1.0366 -1.4747 -3.0134  0.0880
H19 -3.5842 0.9937 -1.0998  0.0057
H20 4.2104 0.8997 0.7012  0.0248
H21 -3.6635 0.9706 1.0017  0.0876
H22 1.3780 -2.5437 1.2765  -0.0034
H23 2.8763 -2.4236 -0.6923  0.0699
H24 -1.9885 -0.3203 3.0049  0.1668
H25 -0.2539 2.3316 0.7809  0.0810
H26 -0.4520 2.8342 -1.2653  0.0332
H27 2.1228 -1.2627 -1.4287  0.0136
H28 3.6441 1.9868 -1.9077  0.0562
H29 4.0897 -0.5892 0.6046  0.0318
H30 2.9135 0.8684 -1.0817  -0.0079
H31 0.8648 -0.3296 -2.6445  0.0136

As for the relative energy (zero: lowest compared OMol25 entry of this formula, charge and spin): 56.3 kcal/mol. The total energy comes out at -32196.116 eV. For the LUMO energy, the calculation gives -2.89 eV. The calculation puts the frontier orbital gap at 8.49 eV. As for the total charge: +1. The value obtained for the HOMO energy is -11.4 eV.

Record 2
Molecular formula: C4H31NO13
Method: DFT, the ωB97M-V functional and the def2-TZVPD basis

Last column: Löwdin charge in e.
CARTESIAN COORDINATES (ANGSTROEM)
O1 0.8407 -2.3083 2.3476  0.0216
O2 -0.7975 -2.8612 -0.6880  -0.0143
O3 -3.0500 0.8526 -2.2791  0.1080
O4 -2.1604 3.2003 -3.2193  -0.0092
O5 3.4257 -0.5922 1.3629  -0.0147
O6 2.5544 -1.0078 -2.0333  -0.0501
O7 2.5573 -3.0040 0.4106  0.0180
O8 3.1681 0.9853 -0.6778  -0.0813
O9 -2.3863 -1.9761 2.1859  0.0557
O10 -2.4457 -1.2223 -2.4914  0.0856
O11 2.4177 1.9872 1.9552  -0.0978
O12 -3.6178 -0.5269 0.3490  -0.1307
O13 -1.4625 2.4873 4.0194  -0.0233
N1 -0.1019 0.8269 -0.9014  -0.2683
C1 0.0938 2.2908 -1.0499  -0.0451
C2 -0.5683 0.2486 -2.1446  -0.0766
C3 -2.1625 0.0657 -2.2472  -0.4693
C4 -0.8137 0.3372 0.2368  -0.0934
H1 0.9860 2.5474 -0.6338  0.0248
H2 3.5020 0.0760 0.7175  -0.0274
H3 -2.7292 -2.6152 2.6978  0.0038
H4 -1.5330 -2.0926 2.0162  -0.0589
H5 4.0021 -0.2763 2.0118  0.0444
H6 2.2114 0.9799 -0.9014  0.0428
H7 -3.3127 -1.6304 -2.4651  0.1333
H8 -0.6850 -0.7733 0.4420  0.0878
H9 -2.3194 2.5151 4.3779  0.0074
H10 -0.2531 0.8859 -3.0106  0.1433
H11 -0.9563 -2.7006 -1.6031  0.0087
H12 -1.3829 1.8250 3.3490  0.0050
H13 1.5052 -1.6267 2.3816  0.0193
H14 1.7630 -0.7750 -1.4187  0.0519
H15 -3.2263 -1.4550 0.3089  0.0522
H16 2.6649 2.1991 2.8646  0.0409
H17 1.1424 -2.8526 1.7444  -0.0882
H18 2.3725 0.9596 1.8624  0.0520
H19 -0.7247 2.8717 -0.5243  0.1216
H20 0.0491 2.5166 -2.0700  0.0518
H21 0.1232 -2.7180 -0.6752  -0.0057
H22 -1.7896 0.7327 0.1757  0.0508
H23 -0.5041 0.8392 1.2181  0.1060
H24 3.3431 1.9573 -0.6071  0.1085
H25 -2.5230 3.9958 -3.0866  -0.0343
H26 3.1786 -2.4418 0.8852  0.0295
H27 -0.0957 -0.8114 -2.1505  0.1169
H28 3.2300 -0.5109 -1.7170  -0.0617
H29 -3.6805 -0.2766 1.3232  0.0684
H30 -2.8566 2.6031 -2.9174  0.0174
H31 3.0077 -3.7311 0.2689  -0.0270

As for the relative energy (zero: lowest compared OMol25 entry of this formula, charge and spin): 140.8 kcal/mol. The total energy comes out at -32755.944 eV. For the LUMO energy, the calculation gives 0.09 eV. The SMILES is CN(C)CC(=O)O.O.O.O.O.O.O.O.O.O.O.O. The calculation puts the frontier orbital gap at 8.77 eV. As for the total charge: 0. The value obtained for the HOMO energy is -8.7 eV.

Record 3
Molecular formula: C4H32BO24
Method: DFT, the ωB97M-V functional and the def2-TZVPD basis

Last column: Löwdin charge in e.
CARTESIAN COORDINATES (ANGSTROEM)
O1 0.9308 -6.4864 -0.2169  -0.0567
O2 2.4615 2.2312 0.6812  0.1145
O3 -2.5294 -5.8317 -0.2148  -0.0628
O4 -0.2473 -3.8011 -0.2241  0.1099
O5 1.4888 0.2419 0.8873  0.2119
O6 -3.8973 1.1642 -0.2613  -0.0394
O7 2.2524 5.1311 1.2348  -0.0691
O8 3.1842 -3.2780 -0.9223  -0.0373
O9 -0.4960 1.8593 2.9376  -0.0187
O10 0.4975 5.6297 -0.7737  -0.0293
O11 5.4398 1.8254 0.4594  -0.0567
O12 3.8929 -0.6664 2.5032  -0.0483
O13 -1.0175 -4.2076 4.4374  -0.0574
O14 0.4740 2.6265 -1.4253  0.1128
O15 -4.3160 -3.6327 0.6860  -0.0407
O16 -0.2577 0.5477 -0.6999  0.2458
O17 0.0411 0.6442 -3.8123  -0.0251
O18 0.5442 -1.6847 -0.3587  0.2302
O19 -3.2459 0.7832 3.1366  -0.0452
O20 -2.0012 3.8603 -3.1176  -0.0450
O21 -0.7009 -0.7226 1.4035  0.2210
O22 -1.8113 -2.5670 2.0549  0.1403
O23 -2.3641 -0.0585 -3.2488  -0.0680
O24 1.6767 2.8040 -4.5645  -0.0339
C1 -1.0199 -2.0003 1.3437  -0.3522
C2 -0.1843 -2.6267 0.1972  -0.3015
C3 0.4855 1.6544 -0.6893  -0.3169
C4 1.5638 1.4609 0.4002  -0.3739
B1 0.2547 -0.4041 0.2967  -0.8265
H1 -1.9142 -3.9767 4.6799  0.0262
H2 -0.3226 1.1462 3.5522  0.0577
H3 3.4499 0.1704 2.3626  0.0072
H4 -1.8823 -5.7875 -0.9187  0.0154
H5 -3.5107 -3.1871 0.9489  -0.0019
H6 -2.5511 4.2181 -2.4206  0.0301
H7 0.1931 2.5001 3.1131  0.0482
H8 0.1041 4.8372 -1.1391  0.0162
H9 2.0651 3.0834 -3.7355  0.0380
H10 1.6025 5.2014 0.5355  -0.0373
H11 -4.0319 1.8494 -0.9160  0.0168
H12 1.8618 4.5261 1.8654  0.0070
H13 -1.1165 -4.8917 3.7753  0.0304
H14 -1.4971 0.3201 -3.3939  -0.0562
H15 1.3736 -6.5077 0.6315  0.0270
H16 -2.9737 0.6152 -3.5500  0.0190
H17 -1.3104 3.3836 -2.6575  -0.0095
H18 0.7662 6.1388 -1.5385  0.0605
H19 -4.9459 -3.4155 1.3732  0.0397
H20 4.1415 -0.9566 1.6256  0.0215
H21 -3.4576 1.0029 4.0438  0.0244
H22 4.0223 -2.8311 -0.8038  0.0263
H23 4.4970 1.9077 0.3156  -0.0126
H24 -2.7687 -4.9195 -0.0511  -0.0199
H25 2.5719 -2.7896 -0.3722  0.0030
H26 -2.9484 1.0415 -0.2338  0.0110
H27 1.0145 -5.5785 -0.5086  -0.0055
H28 -2.3457 1.0869 3.0198  -0.0241
H29 5.6564 2.5474 1.0494  0.0324
H30 0.6189 -0.0999 -3.9816  0.0755
H31 0.6348 1.3698 -3.6189  0.0048
H32 1.9044 3.4987 -5.1824  0.0471

As for the relative energy (zero: lowest compared OMol25 entry of this formula, charge and spin): 51.2 kcal/mol. The total energy comes out at -54492.581 eV. For the LUMO energy, the calculation gives 1.80 eV. The calculation puts the frontier orbital gap at 9.67 eV. As for the total charge: -1. The value obtained for the HOMO energy is -7.9 eV.